Computed, not measured: C50H67AsF4KN4O3PS as an isolated structure, with the ωB97M-V functional and the def2-TZVPD basis.

Element x y z (Å)
K -0.20346 1.31119 0.09509
C -1.51679 0.21575 -3.85542
N -1.91422 0.89064 -2.64016
C -3.32049 0.69486 -2.36789
C -1.50961 2.29607 -2.72033
C -2.25103 3.28092 -1.82166
N -2.09283 2.99039 -0.41315
C -2.51571 3.87441 0.46560
C -2.29725 3.61014 1.85983
F -1.67971 2.44114 2.18740
C -2.66313 4.44696 2.87653
F -2.38359 4.08180 4.14787
C -3.31486 5.65444 2.65324
C -3.56800 5.94035 1.32541
F -4.22077 7.09079 1.02250
C -3.20875 5.11589 0.28413
F -3.58278 5.51936 -0.96589
H -2.02331 0.64027 -4.74268
H -1.77706 -0.84235 -3.79517
H -0.43950 0.30663 -4.00523
H -3.98008 1.11637 -3.15089
H -3.57953 1.14847 -1.41296
H -3.51778 -0.37910 -2.30456
H -1.64472 2.67526 -3.75003
H -0.43346 2.32953 -2.51990
H -3.30933 3.30832 -2.11772
H -1.84460 4.26579 -2.08797
H -3.58828 6.32293 3.45249
O 1.37145 1.85688 2.08124
N 2.28381 2.00517 0.94351
C 2.81867 3.24972 0.86342
C 3.52136 3.55991 -0.27078
C 4.15997 4.83424 -0.48299
C 4.97119 5.08196 -1.53823
C 5.22723 4.05976 -2.52117
C 4.55628 2.86783 -2.41047
C 3.67294 2.55497 -1.35464
P 2.59036 1.14401 -1.46480
C 3.62282 -0.34529 -1.03099
C 3.00838 -1.57854 -0.82535
C 3.73929 -2.71167 -0.49893
C 5.11806 -2.62557 -0.36243
C 5.74576 -1.39425 -0.54258
C 5.00440 -0.26672 -0.86346
C 2.54249 0.83101 -3.29669
C 2.88293 -0.35502 -3.95418
C 2.63124 -0.53501 -5.30926
C 2.05130 0.47542 -6.06251
C 1.74369 1.68317 -5.43547
C 1.98834 1.85311 -4.08764
H 1.12731 2.74227 2.38933
H 2.65931 3.98170 1.66159
H 3.97963 5.61488 0.25377
H 5.42946 6.06136 -1.64766
H 5.90533 4.23979 -3.34712
H 4.70667 2.12813 -3.19341
H 1.92460 -1.63902 -0.91675
H 3.23428 -3.65766 -0.32229
H 5.69586 -3.50266 -0.09361
H 6.82069 -1.31415 -0.42301
H 5.47623 0.70366 -0.97508
H 3.34888 -1.16137 -3.39738
H 2.90227 -1.47454 -5.78089
H 1.86154 0.33774 -7.12055
H 1.31253 2.49732 -6.00772
H 1.76889 2.80655 -3.61652
C -0.98154 -0.98046 6.10539
N -0.21489 -1.39580 4.95130
C -0.44350 -2.78720 4.58960
C -0.40924 -0.55712 3.83976
O 0.37707 -0.62927 2.82072
H -0.71788 -1.60639 6.96162
H -2.06568 -1.05224 5.93200
H -0.73843 0.05577 6.34068
H -0.10211 -3.44512 5.39286
H 0.13385 -3.02200 3.68924
H -1.50913 -2.98733 4.39464
H -1.36775 -0.10108 3.63721
C -4.27787 -2.79687 2.10805
S -3.51864 -1.16903 2.24522
O -3.76125 -0.73059 3.64965
C -4.66086 -0.22170 1.23344
C -4.64783 1.14741 1.48030
C -5.43344 1.98826 0.71106
C -6.23879 1.46067 -0.29204
C -6.25015 0.09308 -0.53291
C -5.45230 -0.75418 0.22106
H -5.34018 -2.73575 2.33812
H -3.76172 -3.40643 2.84763
H -4.10573 -3.20748 1.11528
H -4.01625 1.54687 2.26093
H -5.38952 3.05686 0.88096
H -6.84174 2.12109 -0.90229
H -6.86557 -0.31629 -1.32444
H -5.45793 -1.81578 0.01574
C -3.46814 -4.14807 -1.49163
C -2.21832 -3.91536 -2.32924
As -1.04775 -2.51806 -1.55448
C 0.37697 -2.62815 -2.91447
C 1.25298 -3.86935 -2.98229
C -0.34603 -3.51995 0.00977
C -0.18050 -5.03254 -0.05671
H -4.13522 -4.88843 -1.94162
H -4.03005 -3.21825 -1.37395
H -3.20939 -4.50703 -0.49269
H -2.49004 -3.55257 -3.32462
H -1.66174 -4.84532 -2.46602
H 0.99562 -1.73550 -2.79428
H -0.15629 -2.48630 -3.85957
H 1.85148 -3.98299 -2.07383
H 1.95315 -3.78765 -3.81730
H 0.66810 -4.78059 -3.12511
H -1.03402 -3.25722 0.82010
H 0.59676 -3.03682 0.28023
H -1.11048 -5.53224 -0.33562
H 0.11890 -5.42385 0.91916
H 0.57964 -5.33036 -0.77767
C 3.09364 -2.39403 4.16749
C 2.75814 -1.02782 3.54960
C 2.58319 0.02849 4.64649
C 3.94380 -0.57904 2.67590
C 1.58334 -1.08504 2.58386
H 4.04724 -2.34783 4.70272
H 3.17741 -3.15160 3.38613
H 2.32354 -2.70722 4.87495
H 3.56242 0.23846 5.08493
H 1.90410 -0.29543 5.42911
H 2.20290 0.95742 4.21629
H 4.83310 -0.45045 3.29968
H 3.71491 0.35699 2.16085
H 4.17134 -1.32395 1.91439
H 1.82950 -0.93057 1.54195

As for the frontier orbital gap (spin up / spin down): 1.690 / 1.687 eV. Its total charge is -2. The energy above the lowest of the compared OMol25 structures with the same formula, charge and spin is 0.0 kJ/mol. For the HOMO energy (spin up / spin down), the calculation gives 1.623 / 1.626 eV. For the LUMO energy (spin up / spin down), the calculation gives 3.3 / 3.3 eV.

Computed, not measured: C16H31FeN2S as an isolated structure at a distorted geometry, with the ωB97M-V functional and the def2-TZVPD basis.

Element x y z (Å)
C -2.48236 1.96299 -0.39788
H -3.28287 2.17463 0.32397
H -1.96901 2.90832 -0.61214
H -1.75482 1.27445 0.09445
C -3.06789 1.34659 -1.65765
H -2.25087 1.04672 -2.32424
H -3.58842 0.42003 -1.39100
C -4.03296 2.24711 -2.43623
H -4.36282 1.73839 -3.34719
H -4.92408 2.48997 -1.84889
H -3.55676 3.18729 -2.73204
C 2.19938 -0.10046 -0.47028
C 1.67044 0.16510 -1.77926
C 1.21480 1.52836 -1.80270
C 1.47229 2.10763 -0.51445
C 2.09797 1.10487 0.30966
C 2.64250 1.30570 1.67672
C 1.32038 3.54644 -0.18410
C 0.77023 2.27136 -3.00959
C 1.71791 -0.75743 -2.94106
C 2.84440 -1.36262 -0.05140
Fe 0.12405 0.39299 -0.26528
H 1.32324 3.70849 0.89759
H 2.13747 4.15037 -0.61140
H 0.38128 3.95320 -0.58057
H 2.19479 2.19418 2.14507
H 2.43087 0.42985 2.30812
H 3.73772 1.44799 1.66906
H 2.40817 -2.20121 -0.59832
H 3.92401 -1.39220 -0.23707
H 2.70131 -1.53132 1.01716
H 1.01099 -0.44535 -3.72279
H 2.72305 -0.79063 -3.39576
H 1.45833 -1.78222 -2.64296
H -0.05533 2.95873 -2.79057
H 1.58665 2.87660 -3.43362
H 0.43375 1.58725 -3.79370
C -2.34249 -3.50921 3.40336
N -1.57386 -2.32508 2.96026
C -0.66468 -2.38246 1.93301
S -0.96585 -1.54053 0.42053
N 0.36725 -3.20998 2.04452
C 0.63447 -4.09390 3.19051
H -1.83627 -4.42607 3.10387
H -3.33511 -3.49664 2.94381
H -2.42762 -3.49689 4.49495
H -2.11257 -1.47238 2.95584
H 0.95539 -3.28574 1.22860
H 0.40553 -5.13537 2.93393
H 1.67798 -3.98919 3.48218
H 0.02007 -3.79872 4.03496

As for the frontier orbital gap (spin up / spin down): 8.869 / 7.430 eV. Its total charge is +2. Its expectation value of S² is 8.77. For the HOMO energy (spin up / spin down), the calculation gives -15.061 / -16.099 eV. For the LUMO energy (spin up / spin down), the calculation gives -6.2 / -8.7 eV. Its spin multiplicity is 6.

Computed, not measured: an isolated molecule of C3H4N2O2 at a distorted geometry, with the ωB97M-V functional and the def2-TZVPD basis.

Element x y z (Å)
C -1.90765 -0.19838 -0.01054
C -0.46137 0.23326 -0.01313
N -0.05387 1.49635 -0.05056
O 1.35012 1.34556 0.03935
C 1.59769 0.08006 0.01258
O 2.91512 -0.18118 -0.05272
N 0.56174 -0.71832 0.01395
H -2.06165 -1.30312 -0.05017
H -2.41944 0.20525 0.88218
H -2.52253 0.20633 -0.83127
H 3.00183 -1.16581 0.06033

As for the frontier orbital gap: 10.704 eV. Its total charge is 0. Its SMILES is Cc1noc(O)n1. The energy above the lowest of the compared OMol25 structures with the same formula, charge and spin is 226.2 kJ/mol. For the HOMO energy, the calculation gives -10.126 eV. For the LUMO energy, the calculation gives 0.6 eV.

Which value of total charge does entry 1 give? -2

The highest total charge belongs to which entry? C16H31FeN2S

Which value of total charge does entry 3 give? 0

Among the records above, which one has the highest total charge? C16H31FeN2S